Entry 1:
Computed, not measured: a cluster of 16 separate species, C49H137N21O23 in total in a non-equilibrium geometry, with ωB97M-V/def2-TZVPD.

Calculated values
Orbital gap: 7.76 eV
Lowest unoccupied orbital energy: -0.133 eV
Max |F|: 9.42 eV/Å
HOMO level: -7.894 eV

Each line ends with the Löwdin charge.
Cartesian coordinates (Å):
N: -16.120 -1.265 -1.993  0.328
H: -15.238 -1.745 -1.878  0.086
H: -16.263 -0.504 -1.344  0.044
H: -16.855 -1.957 -1.967  0.087
H: -16.286 -0.812 -2.880  0.086
N: -15.077 -1.075 3.399  0.303
H: -15.480 -0.597 2.606  0.037
H: -14.077 -0.956 3.328  0.078
H: -15.400 -2.031 3.356  0.124
H: -15.379 -0.563 4.216  0.129
C: -16.104 0.392 0.767  -0.986
O: -16.213 -0.784 1.071  -0.049
O: -15.395 1.072 1.534  -0.114
O: -16.546 0.813 -0.313  -0.075
C: -18.648 -0.067 6.052  -0.088
O: -18.329 1.066 5.218  -0.171
C: -18.186 0.770 3.853  -0.240
C: -18.127 2.026 3.087  -0.212
N: -16.867 2.692 3.285  -0.037
C: -17.007 4.128 2.960  -0.154
C: -15.704 4.870 3.438  -0.201
O: -15.420 4.592 4.806  -0.205
C: -14.266 5.314 5.320  -0.103
H: -17.819 -0.753 6.223  0.066
H: -19.317 -0.658 5.426  0.070
H: -19.112 0.090 7.025  0.087
H: -18.977 0.107 3.503  0.111
H: -17.286 0.160 3.773  0.094
H: -18.873 2.681 3.537  0.130
H: -18.474 1.906 2.061  0.108
H: -16.220 2.264 2.638  0.052
H: -17.951 4.619 3.193  0.119
H: -16.978 4.060 1.872  0.078
H: -15.831 5.947 3.329  0.112
H: -14.806 4.558 2.905  0.104
H: -13.347 4.942 4.866  0.066
H: -14.195 5.072 6.380  0.081
H: -14.194 6.397 5.219  0.080
C: -22.196 -7.644 2.587  -0.060
O: -21.591 -6.379 2.194  -0.183
C: -20.303 -6.430 1.734  -0.248
C: -19.957 -4.916 1.539  -0.197
N: -19.820 -4.260 2.808  -0.063
C: -18.584 -4.684 3.588  -0.159
C: -18.756 -4.335 5.086  -0.186
O: -19.772 -5.203 5.644  -0.230
C: -19.377 -6.603 5.634  -0.071
H: -23.205 -7.444 2.946  0.087
H: -21.695 -8.189 3.387  0.076
H: -22.310 -8.266 1.699  0.084
H: -20.246 -7.001 0.808  0.111
H: -19.576 -6.979 2.333  0.103
H: -20.753 -4.308 1.111  0.117
H: -19.171 -4.738 0.805  0.099
H: -20.642 -4.445 3.366  0.114
H: -17.820 -3.979 3.264  0.093
H: -18.254 -5.701 3.377  0.098
H: -19.132 -3.332 5.285  0.115
H: -17.899 -4.530 5.731  0.111
H: -18.295 -6.667 5.519  0.084
H: -19.899 -7.128 4.833  0.066
H: -19.790 -6.792 6.625  0.095
C: -15.312 -7.913 -1.220  -0.134
O: -14.649 -6.734 -1.357  -0.231
C: -13.309 -6.764 -1.835  -0.169
C: -12.426 -7.873 -1.180  -0.172
N: -12.057 -7.444 0.186  -0.082
C: -11.146 -8.341 0.905  -0.218
C: -10.024 -8.999 0.094  -0.188
O: -9.192 -9.683 1.040  -0.198
C: -9.752 -10.811 1.772  -0.083
H: -14.909 -8.564 -0.444  0.085
H: -15.136 -8.394 -2.182  0.095
H: -16.397 -7.831 -1.154  0.092
H: -12.992 -5.730 -1.697  0.113
H: -13.276 -6.922 -2.913  0.116
H: -11.539 -7.855 -1.813  0.117
H: -12.983 -8.802 -1.059  0.103
H: -12.799 -6.978 0.687  0.079
H: -11.827 -9.019 1.420  0.099
H: -10.743 -7.726 1.709  0.120
H: -9.436 -8.113 -0.146  0.133
H: -10.461 -9.652 -0.661  0.121
H: -9.134 -11.120 2.614  0.086
H: -9.966 -11.748 1.258  0.080
H: -10.724 -10.466 2.125  0.060
C: -21.291 -6.821 -3.544  -0.158
O: -21.553 -5.467 -3.560  -0.193
C: -21.651 -4.764 -2.298  -0.170
C: -21.540 -3.230 -2.551  -0.173
N: -20.356 -2.897 -3.348  -0.038
C: -19.857 -1.497 -3.286  -0.151
C: -19.110 -1.135 -4.569  -0.235
O: -17.762 -1.481 -4.466  -0.250
C: -17.089 -1.232 -5.708  -0.094
H: -20.443 -7.172 -2.956  0.076
H: -21.250 -7.273 -4.535  0.089
H: -22.035 -7.377 -2.973  0.075
H: -20.865 -5.086 -1.616  0.103
H: -22.605 -5.039 -1.848  0.122
H: -21.438 -2.923 -1.510  0.099
H: -22.515 -2.905 -2.914  0.117
H: -19.669 -3.633 -3.418  0.062
H: -19.336 -1.342 -2.342  0.100
H: -20.734 -0.852 -3.229  0.124
H: -19.215 -0.055 -4.666  0.108
H: -19.567 -1.599 -5.443  0.124
H: -17.316 -0.360 -6.321  0.098
H: -17.195 -2.031 -6.441  0.080
H: -16.041 -1.235 -5.405  0.085
C: -6.447 8.466 -1.972  -0.099
O: -7.368 7.382 -1.916  -0.230
C: -6.769 6.067 -2.168  -0.158
C: -7.946 4.987 -2.095  -0.188
N: -8.848 5.132 -0.952  -0.113
C: -10.108 4.541 -1.078  -0.198
C: -9.988 2.918 -1.236  -0.121
O: -11.046 2.329 -2.105  -0.220
C: -10.645 1.140 -2.610  -0.157
H: -6.419 8.910 -2.967  0.089
H: -5.549 8.033 -1.531  0.080
H: -6.752 9.180 -1.207  0.084
H: -5.996 5.816 -1.442  0.111
H: -6.404 6.017 -3.194  0.113
H: -7.479 4.003 -2.061  0.104
H: -8.557 5.216 -2.968  0.114
H: -8.964 6.135 -0.969  0.099
H: -10.444 4.966 -2.024  0.113
H: -10.737 4.841 -0.241  0.113
H: -10.028 2.580 -0.200  0.106
H: -8.979 2.599 -1.500  0.094
H: -11.498 0.850 -3.222  0.096
H: -10.289 0.417 -1.875  0.087
H: -9.875 1.469 -3.308  0.091
C: -12.643 -4.623 1.037  -0.076
O: -14.040 -4.877 0.649  -0.198
C: -14.837 -3.719 0.619  -0.183
C: -16.253 -4.005 -0.063  -0.174
N: -16.126 -3.968 -1.504  -0.092
C: -17.381 -4.423 -2.139  -0.175
C: -17.172 -4.468 -3.647  -0.164
O: -18.337 -5.084 -4.257  -0.201
C: -18.726 -4.787 -5.581  -0.098
H: -12.313 -5.397 1.731  0.071
H: -12.361 -3.668 1.480  0.079
H: -11.969 -4.802 0.200  0.069
H: -14.237 -2.939 0.150  0.099
H: -15.031 -3.423 1.649  0.093
H: -16.973 -3.235 0.212  0.090
H: -16.623 -4.990 0.223  0.110
H: -15.350 -4.607 -1.601  0.089
H: -18.227 -3.821 -1.807  0.114
H: -17.477 -5.457 -1.806  0.114
H: -16.320 -5.132 -3.793  0.122
H: -16.922 -3.482 -4.041  0.102
H: -19.617 -5.315 -5.919  0.097
H: -17.886 -4.832 -6.275  0.083
H: -18.866 -3.719 -5.749  0.055
C: -6.001 -1.401 -6.562  -0.141
O: -7.275 -1.925 -6.325  -0.195
C: -8.135 -1.059 -5.490  -0.173
C: -9.673 -1.046 -5.777  -0.123
N: -10.310 -2.210 -5.013  -0.095
C: -11.467 -2.976 -5.542  -0.180
C: -12.717 -2.085 -5.877  -0.181
O: -12.309 -1.397 -7.080  -0.213
C: -13.318 -0.596 -7.652  -0.107
H: -5.334 -2.208 -6.865  0.084
H: -5.556 -1.121 -5.607  0.082
H: -6.011 -0.624 -7.326  0.089
H: -7.864 -0.005 -5.429  0.112
H: -7.983 -1.490 -4.500  0.107
H: -9.736 -1.280 -6.840  0.105
H: -10.271 -0.139 -5.686  0.107
H: -9.731 -2.804 -4.437  0.094
H: -11.741 -3.606 -4.695  0.102
H: -11.251 -3.522 -6.460  0.113
H: -12.883 -1.436 -5.018  0.099
H: -13.509 -2.813 -6.059  0.116
H: -12.737 -0.187 -8.478  0.091
H: -13.743 0.228 -7.078  0.079
H: -14.189 -1.168 -7.974  0.080
C: -20.037 -1.048 0.941  -0.790
O: -21.252 -1.290 0.849  -0.007
N: -19.574 -0.016 0.342  0.180
N: -19.078 -1.694 1.494  0.194
H: -18.582 0.171 0.302  0.067
H: -20.211 0.725 0.086  0.095
H: -18.125 -1.481 1.239  0.065
H: -19.303 -2.543 1.993  0.062
C: -15.759 1.708 -4.021  -0.728
O: -15.541 1.717 -5.246  0.007
N: -16.944 1.342 -3.530  0.160
N: -15.059 2.101 -3.021  0.209
H: -17.196 1.360 -2.552  0.077
H: -17.574 1.019 -4.251  0.085
H: -15.443 2.070 -2.087  0.078
H: -14.144 2.505 -3.159  0.129
C: -13.781 3.866 -0.495  -0.773
O: -13.412 4.956 -1.102  -0.055
N: -13.072 2.901 -0.140  0.212
N: -14.943 3.666 -0.065  0.178
H: -12.158 2.692 -0.517  0.081
H: -13.455 2.167 0.438  0.104
H: -15.759 4.194 -0.341  0.089
H: -15.134 2.755 0.327  0.069
C: -19.105 3.710 -0.346  -0.722
O: -20.066 2.940 -0.162  0.023
N: -19.114 5.006 -0.059  0.154
N: -17.886 3.429 -0.707  0.161
H: -18.259 5.544 -0.043  0.109
H: -20.028 5.433 -0.014  0.118
H: -17.838 2.446 -0.933  0.076
H: -17.435 4.144 -1.261  0.118
C: -12.353 0.494 3.204  -0.830
O: -12.246 -0.527 2.544  0.011
N: -13.378 1.257 3.274  0.198
N: -11.400 0.959 3.887  0.185
H: -14.193 1.107 2.697  0.047
H: -13.318 2.090 3.843  0.126
H: -11.631 1.753 4.468  0.120
H: -10.659 0.334 4.173  0.133
C: -12.314 -1.578 -1.945  -0.841
O: -13.204 -1.253 -2.630  0.075
N: -11.218 -2.132 -2.346  0.179
N: -12.187 -1.276 -0.670  0.187
H: -11.227 -2.238 -3.351  0.049
H: -10.471 -2.488 -1.767  0.123
H: -11.389 -1.727 -0.244  0.107
H: -12.931 -0.751 -0.233  0.111

Entry 2:
Computed, not measured: a structure of composition C49H29Cl4MnN4, with ωB97M-V/def2-TZVPD.

Calculated values
2S+1: 6
Orbital gap (spin up / spin down): 4.17 / 5.35 eV
Lowest unoccupied orbital energy (spin up / spin down): 1.429 / 1.017 eV
Charge: -1
Max |F|: 0.97 eV/Å
HOMO level (spin up / spin down): -2.744 / -4.333 eV

Each line ends with the Löwdin charge.
Cartesian coordinates (Å):
Mn: -0.129 0.369 0.145  1.018
Cl: 5.864 4.769 5.507  0.638
C: 4.892 3.676 4.564  -0.677
C: 4.777 2.353 4.948  -0.106
C: 3.995 1.487 4.199  -0.027
C: 3.314 1.925 3.064  -0.168
C: 3.467 3.270 2.694  -0.017
C: 4.247 4.143 3.430  -0.096
C: 2.421 1.097 2.228  -0.080
C: 2.678 1.107 0.847  -0.257
C: 3.991 1.276 0.315  -0.003
C: 3.938 0.918 -0.999  -0.006
C: 2.572 0.611 -1.298  -0.212
C: 2.036 0.337 -2.561  -0.081
C: 2.932 -0.033 -3.680  -0.182
C: 4.006 0.740 -4.120  -0.038
C: 4.883 0.268 -5.088  -0.110
C: 4.680 -0.982 -5.641  -0.684
Cl: 5.799 -1.597 -6.823  0.630
C: 3.592 -1.755 -5.266  -0.105
C: 2.729 -1.278 -4.297  -0.022
C: 0.639 0.276 -2.787  -0.237
N: -0.327 0.178 -1.833  0.040
C: -1.538 0.130 -2.487  -0.252
C: -2.765 -0.234 -1.898  -0.083
C: -3.979 -0.067 -2.724  -0.174
C: -4.861 -1.103 -3.027  -0.029
C: -5.980 -0.888 -3.817  -0.105
C: -6.225 0.378 -4.316  -0.676
Cl: -7.638 0.661 -5.292  0.637
C: -5.363 1.429 -4.046  -0.098
C: -4.251 1.199 -3.255  -0.020
C: -2.827 -0.792 -0.627  -0.243
C: -3.930 -1.491 -0.056  -0.003
C: -3.487 -2.058 1.099  -0.007
C: -2.125 -1.642 1.281  -0.230
N: -1.749 -0.858 0.235  0.046
C: -1.367 -1.924 2.436  -0.087
C: -0.234 -1.179 2.805  -0.224
C: 0.377 -1.182 4.095  -0.021
C: 1.351 -0.224 4.086  -0.017
C: 1.405 0.298 2.766  -0.243
N: 0.409 -0.277 2.006  0.049
C: -1.822 -3.072 3.256  -0.189
C: -2.177 -2.994 4.602  -0.033
C: -2.639 -4.107 5.290  -0.109
C: -2.753 -5.318 4.633  -0.681
Cl: -3.351 -6.713 5.488  0.630
C: -2.399 -5.436 3.299  -0.106
C: -1.934 -4.320 2.626  -0.026
C: -1.321 0.249 -3.885  -0.014
C: 0.032 0.327 -4.075  -0.025
N: 1.829 0.704 -0.150  0.039
H: 5.304 1.996 5.823  0.102
H: 3.961 0.444 4.480  0.110
H: 2.945 3.625 1.815  0.119
H: 4.344 5.179 3.135  0.105
H: 4.855 1.573 0.887  0.113
H: 4.763 0.858 -1.687  0.094
H: 4.143 1.736 -3.719  0.118
H: 5.722 0.869 -5.412  0.101
H: 3.436 -2.726 -5.717  0.101
H: 1.886 -1.877 -3.983  0.124
H: -4.651 -2.104 -2.672  0.118
H: -6.655 -1.700 -4.055  0.102
H: -5.559 2.412 -4.450  0.104
H: -3.578 2.016 -3.028  0.123
H: -4.924 -1.553 -0.469  0.102
H: -4.056 -2.661 1.786  0.109
H: 0.105 -1.821 4.918  0.092
H: 1.966 0.065 4.921  0.091
H: -2.126 -2.042 5.114  0.117
H: -2.929 -4.036 6.330  0.101
H: -2.494 -6.389 2.796  0.101
H: -1.646 -4.405 1.587  0.125
H: -2.086 0.223 -4.643  0.107
H: 0.565 0.432 -5.005  0.106
C: -0.948 2.986 -0.831  -0.172
C: -1.947 2.328 -0.089  -0.197
C: -1.484 2.182 1.239  -0.202
C: -0.194 2.757 1.306  -0.200
C: 0.133 3.245 0.027  -0.174
H: -0.986 3.224 -1.885  0.088
H: -2.931 2.061 -0.446  0.085
H: -2.072 1.837 2.078  0.095
H: 0.397 2.881 2.203  0.086
H: 1.056 3.735 -0.253  0.086

Entry 3:
Computed, not measured: a structure of composition C49H33N6PtS, with ωB97M-V/def2-TZVPD.

Calculated values
Orbital gap (spin up / spin down): 5.28 / 5.28 eV
Lowest unoccupied orbital energy (spin up / spin down): 1.968 / 1.967 eV
Charge: -1
Max |F|: 0.41 eV/Å
HOMO level (spin up / spin down): -3.314 / -3.314 eV

Each line ends with the Löwdin charge.
Cartesian coordinates (Å):
Pt: 0.031 -0.354 0.170  1.156
C: 3.331 -5.887 -3.913  -0.125
C: 1.974 -5.664 -4.083  -0.106
C: 1.357 -4.544 -3.549  -0.049
C: 2.069 -3.548 -2.851  -0.142
C: 3.423 -3.861 -2.605  -0.051
C: 4.038 -4.982 -3.135  -0.105
C: 1.437 -2.349 -2.259  -0.082
C: 0.055 -2.149 -2.289  -0.217
C: -0.868 -2.627 -3.318  -0.026
C: -2.117 -2.331 -2.932  -0.007
C: -2.026 -1.675 -1.642  -0.231
N: -0.673 -1.474 -1.356  -0.061
C: -3.070 -1.431 -0.803  -0.080
C: -2.903 -0.688 0.438  -0.383
C: -3.606 -1.010 1.585  -0.063
C: -2.925 -0.772 2.822  -0.137
C: -2.022 0.227 2.931  -0.496
C: -0.823 0.261 3.858  -0.245
C: -0.342 -1.168 4.234  -0.130
C: -0.256 -2.137 3.234  -0.040
C: 0.227 -3.406 3.507  -0.073
C: 0.635 -3.744 4.791  -0.108
C: 0.566 -2.787 5.790  -0.096
C: 0.091 -1.510 5.512  -0.028
C: 0.370 0.931 3.142  -0.244
N: 0.801 0.658 1.878  -0.031
C: 1.983 1.374 1.722  -0.255
C: 2.914 1.253 0.668  -0.072
C: 4.089 2.175 0.725  -0.214
C: 3.940 3.520 0.405  -0.025
C: 5.028 4.380 0.455  -0.087
C: 6.276 3.905 0.834  -0.106
C: 6.430 2.565 1.160  -0.088
C: 5.342 1.705 1.104  -0.034
C: 2.909 0.335 -0.348  -0.248
C: 3.905 0.181 -1.364  -0.010
C: 3.517 -0.859 -2.141  -0.036
C: 2.262 -1.351 -1.615  -0.240
N: 1.912 -0.615 -0.560  -0.051
C: 2.249 2.117 2.882  -0.024
C: 1.246 1.825 3.777  -0.035
N: -1.884 0.226 0.474  -0.481
C: -4.408 -1.989 -1.111  -0.191
C: -4.579 -3.334 -1.441  -0.041
C: -5.837 -3.844 -1.732  -0.090
C: -6.952 -3.020 -1.686  -0.107
C: -6.799 -1.683 -1.339  -0.089
C: -5.543 -1.177 -1.049  -0.027
H: 3.813 -6.758 -4.337  0.088
H: 1.369 -6.385 -4.621  0.095
H: 0.286 -4.479 -3.643  0.072
H: 4.002 -3.237 -1.945  0.096
H: 5.084 -5.159 -2.911  0.095
H: -0.571 -3.030 -4.271  0.101
H: -3.033 -2.510 -3.469  0.113
H: -4.409 -1.732 1.528  0.100
H: -2.983 -1.537 3.590  0.121
H: -0.550 -1.889 2.222  0.076
H: 0.290 -4.130 2.704  0.103
H: 1.009 -4.737 5.005  0.092
H: 0.892 -3.025 6.795  0.093
H: 0.080 -0.775 6.303  0.091
H: 2.962 3.885 0.118  0.125
H: 4.899 5.425 0.198  0.097
H: 7.124 4.577 0.879  0.093
H: 7.399 2.186 1.460  0.097
H: 5.453 0.658 1.359  0.125
H: 4.776 0.804 -1.484  0.109
H: 3.991 -1.213 -3.040  0.106
H: 3.110 2.743 3.047  0.105
H: 1.161 2.174 4.788  0.079
H: -3.713 -3.984 -1.450  0.119
H: -5.946 -4.892 -1.982  0.097
H: -7.934 -3.418 -1.909  0.093
H: -7.664 -1.032 -1.294  0.097
H: -5.424 -0.137 -0.772  0.121
C: -4.454 2.099 6.490  -0.031
C: -2.977 1.857 6.385  -0.312
C: -2.086 2.283 7.361  -0.019
C: -0.756 1.993 7.138  -0.111
N: -0.329 1.362 6.052  0.096
C: -1.245 1.014 5.146  -0.238
S: -2.158 1.414 1.655  0.920
N: -2.550 1.231 5.294  0.200
H: -4.779 2.154 7.529  0.072
H: -4.991 1.309 5.971  0.080
H: -4.705 3.044 6.003  0.084
H: -2.415 2.800 8.251  0.104
H: 0.006 2.272 7.860  0.110

Which of these has the highest max |F|? C49H137N21O23

Look up the max |F| of the second one. 0.97 eV/Å